Entry 1:
A single C30H33N3O3S molecule. Source: the Open Molecules 2025 dataset; level of theory: wB97M-V/def2-TZVPD.

```
70
Properties=species:S:1:pos:R:3:forces:R:3
C 0.42162 -0.81904 -5.64429 -0.2 0.1 0.0
O 1.73562 -1.24858 -5.38619 0.3 -0.1 0.1
C 2.15552 -1.32132 -4.09309 0.2 0.0 0.2
C 3.44839 -1.80643 -3.89800 -0.2 0.1 -0.2
C 3.95665 -1.92155 -2.62145 0.0 0.0 -0.1
C 3.18960 -1.56455 -1.52553 -0.1 0.1 0.1
C 1.90354 -1.08059 -1.70991 0.2 0.0 0.0
C 1.07863 -0.70754 -0.49936 0.3 0.2 0.0
N -0.34832 -0.68229 -0.73337 -0.1 -0.3 0.0
C -1.08574 0.42189 -0.97149 0.2 0.1 -0.1
O -2.30610 0.40102 -0.86905 -0.4 0.2 -0.1
C -0.36321 1.69791 -1.37733 -0.3 0.0 0.2
C -0.39480 2.66146 -0.23127 -0.2 0.1 -0.1
C -1.51054 3.28793 0.24433 0.1 -0.2 -0.3
N -1.18839 4.07075 1.31736 -0.2 0.2 0.1
C 0.15005 3.96359 1.55948 0.5 -0.2 -0.1
C 0.93646 4.55664 2.53835 0.0 0.1 0.1
C 2.28212 4.26178 2.54205 -0.1 0.1 0.1
C 2.83814 3.40615 1.58720 0.2 -0.1 -0.1
C 2.06477 2.81572 0.61393 0.0 0.0 0.0
C 0.69389 3.07791 0.59536 -0.2 0.3 0.3
C -1.05807 -1.95529 -0.53067 -0.2 0.0 0.1
C -1.15414 -2.17645 0.98832 -0.3 0.2 -0.5
O -0.48832 -3.00661 1.57710 0.1 -0.1 0.4
N -1.99676 -1.31722 1.57036 -0.4 0.3 0.2
C -2.14616 -1.22634 3.01177 0.1 -0.3 0.4
C -0.88987 -0.62323 3.65468 0.0 0.0 -0.3
C -0.72567 0.84483 3.27768 0.0 0.0 0.4
C -1.96000 1.62966 3.70776 0.1 0.1 -0.3
C -3.19662 1.07608 3.00724 0.0 0.0 0.3
C -3.38605 -0.40128 3.34987 0.0 0.0 -0.2
C -0.38348 -3.07423 -1.23953 0.0 -0.4 0.3
C -0.56637 -3.43788 -2.54106 -0.1 0.1 0.3
C 0.27256 -4.49801 -2.93890 0.1 -0.1 -0.1
C 1.07795 -4.91803 -1.93020 0.1 0.2 0.3
S 0.81331 -4.05379 -0.47159 -0.1 -0.4 -0.7
C 1.39165 -0.95066 -2.99327 0.0 0.1 -0.2
H 0.26084 0.21248 -5.31337 0.0 0.0 0.0
H -0.31480 -1.47295 -5.16683 0.0 0.0 0.0
H 0.30130 -0.87094 -6.72529 0.0 0.0 0.1
H 4.02669 -2.09073 -4.76227 0.1 0.0 -0.1
H 4.95624 -2.30234 -2.47642 0.1 0.0 0.0
H 3.58318 -1.67148 -0.52614 0.0 -0.1 0.1
H 1.26901 -1.44093 0.29157 0.0 0.2 0.0
H 1.39529 0.26333 -0.10931 0.0 -0.1 0.0
H -0.93808 2.11663 -2.20797 0.1 -0.2 0.0
H 0.65506 1.51414 -1.71018 0.0 0.0 -0.1
H -2.51972 3.21939 -0.11263 -0.2 0.0 -0.1
H -1.83126 4.65218 1.82702 0.1 -0.1 -0.1
H 0.50500 5.22648 3.26774 0.0 0.1 0.1
H 2.92338 4.70338 3.29007 0.0 0.0 0.1
H 3.89976 3.21020 1.61595 0.1 0.0 0.0
H 2.52057 2.17421 -0.12733 0.0 -0.1 -0.1
H -2.06542 -1.81003 -0.94030 0.3 -0.1 0.1
H -2.46334 -0.62920 0.99279 0.1 -0.1 -0.2
H -2.26406 -2.25271 3.38313 0.0 0.2 0.0
H -0.97746 -0.71503 4.73895 0.0 0.0 0.1
H -0.02209 -1.20265 3.33761 0.0 -0.1 0.1
H 0.16716 1.25429 3.75415 0.1 0.0 -0.1
H -0.59411 0.93886 2.19735 0.1 0.1 -0.1
H -1.83179 2.68586 3.46814 0.0 0.0 0.1
H -2.08465 1.54475 4.79006 0.0 0.0 0.1
H -4.08513 1.63264 3.31334 0.0 0.0 -0.1
H -3.08427 1.20242 1.92785 0.0 0.1 -0.1
H -4.24803 -0.80366 2.81370 -0.1 -0.1 0.1
H -3.58115 -0.49855 4.41961 0.0 0.0 0.0
H -1.28256 -2.96250 -3.18901 -0.1 0.1 -0.1
H 0.27407 -4.92015 -3.92784 0.0 -0.1 -0.2
H 1.80238 -5.70752 -1.95057 0.2 -0.2 0.0
H 0.38615 -0.58226 -3.12087 -0.1 0.0 0.0
```
Forces are in eV/Å.

Output
- Kohn-Sham gap: 8.741 eV
- Energy relative to the best compared isomer or geometry (same formula, charge and spin): 0.0 kcal per mole
- LUMO level: 0.0238 Ha
- SMILES: COc1cccc(CN(C(=O)Cc2c[nH]c3ccccc23)[C@H](C(=O)NC2CCCCC2)c2cccs2)c1
- Total energy: -1951.2251 hartree
- Max |F|: 0.775 eV/A

Atomic charges from the Mulliken analysis, expressed in e, are listed below: -0.62, -0.49, 0.52, -0.53, -0.74, -0.83, 0.26, -2.33, 0.93, 0.61, -0.77, -0.90, 0.57, -1.29, 0.19, -0.62, -0.90, -0.54, -0.93, -0.26, 1.15, -0.71, 0.30, -0.69, 0.03, -0.20, -1.36, 0.65, -1.03, -0.36, -1.33, 0.16, -0.38, -0.74, -0.51, -0.05, 0.59, 0.28, 0.18, 0.26, 0.48, 0.41, 0.46, 0.61, 0.44, 0.66, 0.36, 0.46, 0.25, 0.41, 0.40, 0.43, 0.63, 0.82, 0.33, 0.35, 0.51, 0.51, 0.41, -0.58, 0.34, 0.50, 0.35, 0.20, 0.41, 0.47, 0.57, 0.44, 0.50, 0.31

=====

Entry 2:
2 unconnected molecules or ions with the total composition C5H10ClNO2 at a distorted geometry. Source: the Open Molecules 2025 dataset; level of theory: wB97M-V/def2-TZVPD.

```
19
Properties=species:S:1:pos:R:3:forces:R:3
C 0.68932 0.84119 1.75355 2.8 -1.0 -0.8
C 0.68441 -0.47717 1.55179 0.7 2.3 -0.8
C -0.54279 -1.20753 1.73891 -0.3 -2.1 -1.7
Cl 2.09898 -1.21118 0.75682 -0.7 0.0 0.8
H 1.63324 1.32841 1.45161 -0.9 0.4 0.5
H -0.12841 1.33091 2.20610 -0.7 0.6 0.3
H -0.49100 -1.79203 2.60233 -0.2 -0.8 1.8
H -1.37721 -0.53292 1.73329 -0.4 0.1 0.1
H -0.65896 -1.96428 0.93691 -0.2 0.6 0.2
N -1.26118 -1.00224 -1.53169 0.7 0.1 -0.5
C 0.03409 -0.36000 -1.51366 -0.9 -2.6 -1.5
C 0.13115 0.92193 -1.39040 1.3 2.7 0.3
O -0.97293 1.66483 -1.11321 0.6 1.3 1.0
O 1.29136 1.72290 -1.46268 -3.4 0.7 0.8
H -1.32230 -1.51180 -2.46157 -0.6 1.2 1.7
H -1.90810 -0.21479 -1.36537 -0.2 -1.2 -0.8
H 0.80905 -1.03051 -1.83895 0.5 0.3 0.2
H -0.70383 2.33506 -0.42501 -0.4 -0.9 -1.0
H 1.99512 1.15922 -1.62878 2.3 -1.7 -0.5
```
Forces are in eV/Å.

Output
- Kohn-Sham gap: 8.454 eV
- Energy relative to the best compared isomer or geometry (same formula, charge and spin): 54.0 kcal per mole
- LUMO level: 0.0231 Ha
- SMILES: C=C(C)Cl.NC=C(O)O
- Total energy: -861.8674 hartree
- Max |F|: 3.563 eV/A

Atomic charges from the Mulliken analysis, expressed in e, are listed below: -1.13, 0.83, -1.22, -0.20, 0.28, 0.43, 0.37, 0.33, 0.32, -0.56, -0.77, 0.82, -0.57, -0.48, 0.23, 0.24, 0.42, 0.37, 0.30

=====

Entry 3:
3 unconnected molecules or ions with the total composition C2H4Cl3NO at a distorted geometry. Source: the Open Molecules 2025 dataset; level of theory: wB97M-V/def2-TZVPD.

```
11
Properties=species:S:1:pos:R:3:forces:R:3
N -0.23498 -0.26923 -1.74441 -1.5 0.7 -2.6
C -0.18375 0.88891 -2.17652 0.5 0.0 0.8
Cl -1.24039 1.51098 -3.39810 0.0 -0.2 0.1
Cl 0.88474 2.17227 -1.56870 -0.1 -0.4 -0.2
H 0.42309 -0.64545 -1.13190 1.3 -0.1 1.4
C -1.23116 0.09611 0.92669 1.4 -3.4 0.6
O -0.07140 -0.25998 0.91090 -0.2 0.4 0.0
H -1.44698 1.05004 1.28333 -1.0 2.1 0.2
H -1.98548 -0.71572 0.79365 -0.2 0.9 -0.3
Cl 2.97117 -2.24073 3.46471 -1.3 1.0 -1.2
H 2.11515 -1.58723 2.64034 1.2 -0.9 1.2
```
Forces are in eV/Å.

Output
- Kohn-Sham gap: 10.953 eV
- Energy relative to the best compared isomer or geometry (same formula, charge and spin): 24.9 kcal per mole
- LUMO level: 0.0079 Ha
- SMILES: N=C(Cl)Cl.C=O.Cl
- Total energy: -1589.1213 hartree
- Max |F|: 3.717 eV/A

Atomic charges from the Mulliken analysis, expressed in e, are listed below: -0.55, 0.52, -0.13, -0.15, 0.31, -0.11, -0.43, 0.31, 0.24, -0.27, 0.27

=====

Entry 4:
A gas-phase ion, C5H9INOS (charge +1) at a distorted geometry. Source: the Open Molecules 2025 dataset; level of theory: wB97M-V/def2-TZVPD.

```
18
Properties=species:S:1:pos:R:3:forces:R:3
C -0.25336 1.86397 0.20901 2.3 0.0 -0.9
N -0.25933 0.60084 -0.47700 -4.4 -1.1 -4.8
C 1.05013 -0.00690 -0.70131 -0.4 0.5 -1.3
C 0.77188 -1.42836 -1.09690 1.1 -1.0 1.2
O 1.38797 -2.04672 -1.91786 -0.3 0.5 0.2
C -0.35731 -1.93118 -0.26985 -2.5 1.7 0.0
S 0.08885 -2.98385 1.08377 -1.5 -0.5 1.1
C -1.12498 -0.40012 0.23784 0.8 -3.5 -2.5
I -3.24346 -0.26987 -0.07380 1.0 0.1 0.0
H -1.05855 2.47968 0.02725 -2.5 0.6 0.3
H 0.03974 1.58821 1.18590 0.0 0.6 1.4
H 0.50102 2.42246 -0.28745 1.3 0.6 0.0
H -0.72642 0.67026 -1.52033 1.1 0.2 3.1
H 1.51077 0.24641 0.20949 1.7 -0.6 1.0
H 1.46249 0.41614 -1.58804 0.9 0.9 -0.2
H -0.95159 -2.55037 -0.94267 -0.6 0.5 0.1
H -1.27214 -3.31825 1.42249 1.9 0.4 -0.5
H -0.90096 -0.29030 1.24724 0.2 0.0 1.9
```
Forces are in eV/Å.

Output
- Kohn-Sham gap: 9.199 eV
- Energy relative to the best compared isomer or geometry (same formula, charge and spin): 0.0 kcal per mole
- LUMO level: -0.1495 Ha
- SMILES: C[N@H+]1CC(=O)[C@@H](S)[C@@H]1I
- Total energy: -1021.4549 hartree
- Charge: +1
- Max |F|: 6.571 eV/A

Atomic charges from the Mulliken analysis, expressed in e, are listed below: -0.96, -0.18, -0.62, 0.09, -0.47, 0.11, -0.16, -0.87, 0.27, 0.35, 0.41, 0.45, 0.52, 0.41, 0.42, 0.46, 0.20, 0.57